1.
The following is a quantum chemistry calculation of C20H27N3O5S in the gas phase, from OMol25.

XYZ file:
```
56
Properties=species:S:1:pos:R:3:mulliken_charge:R:1
S -3.5201 2.4433 -0.2172 -0.317
O 2.5919 3.6960 0.9844 -0.654
O 0.7843 -0.4818 0.9027 -0.702
O -1.4575 3.3379 0.9239 -0.649
O -2.2404 -1.4749 1.5299 -0.391
O -3.6369 -2.5050 0.1092 -0.637
N -1.5863 1.0907 1.0590 0.140
N 3.1957 1.7875 -0.1490 0.056
N 1.4023 1.7080 1.1296 0.334
C -3.5346 -0.1257 0.1232 0.181
C 2.4408 2.5495 0.6679 0.392
C 2.2805 0.0907 -1.6979 -1.240
C -4.7209 0.1867 -0.6190 0.015
C 3.4667 -0.0083 -2.6514 -0.707
C -5.7480 -0.8001 -1.0691 -1.613
C 4.9446 -0.6922 -0.7451 -0.731
C -5.9529 2.1994 -1.5867 -1.327
C 1.5195 0.4462 0.6479 -1.048
C -0.7747 -3.3744 1.0834 -0.789
C 3.7697 -0.6080 0.2295 0.228
C 4.4701 -1.0420 -2.1520 -0.690
C -3.1688 -1.4796 0.5462 0.451
C 0.3595 2.1762 2.0139 -1.169
C -0.9798 2.2804 1.2797 0.813
C 2.7362 0.4251 -0.2678 1.850
C -1.8090 -2.7490 2.0075 -0.466
C -4.8441 1.5205 -0.8630 0.851
C 4.2423 -0.2790 1.6436 -1.725
C -2.7958 1.0096 0.4024 0.331
H -6.7130 -0.5689 -0.6188 0.314
H -5.7734 3.2700 -1.6300 0.419
H 3.4083 -0.2963 2.3419 0.335
H 5.3241 -1.0882 -2.8296 0.384
H 0.6546 3.1741 2.3486 0.486
H 0.0421 -2.6755 0.9256 -0.047
H -6.9037 2.0225 -1.0835 0.297
H 0.2680 1.4923 2.8630 0.278
H 5.6427 -1.4532 -0.3920 0.357
H -5.8648 -0.7501 -2.1510 0.318
H -0.3913 -4.2871 1.5306 0.429
H 4.0046 2.1473 -0.6233 0.295
H -1.2312 -3.6134 0.1263 0.318
H -5.4557 -1.8067 -0.7938 0.399
H 3.2545 -1.5742 0.2475 0.339
H 1.7460 -0.8605 -1.6662 0.281
H 4.7051 0.7049 1.6817 0.321
H 3.9981 -2.0266 -2.1394 0.327
H 5.4783 0.2608 -0.7604 0.331
H 4.9740 -1.0139 1.9700 0.517
H 3.1055 -0.2865 -3.6424 0.384
H -6.0388 1.8155 -2.6035 0.299
H -1.1397 0.2098 1.3131 0.289
H 1.5842 0.8604 -2.0387 0.460
H -1.3843 -2.5463 2.9930 0.337
H 3.9531 0.9656 -2.7390 0.330
H -2.6816 -3.4035 2.1045 0.412
```

Values from the calculation:
* maximum force: 0.018 hartree/bohr
* SMILES string: CCOC(=O)c1c(NC(=O)CN2C(=O)N[C@]3(CCCC[C@H]3C)C2=O)sc(C)c1C
* E_tot: -46724.5865 eV

=====

2.
The following is a quantum chemistry calculation of C20H27N5O4S2 in the gas phase in a non-equilibrium geometry, from OMol25.

XYZ file:
```
58
Properties=species:S:1:pos:R:3:mulliken_charge:R:1
S 0.8310 4.1290 2.1385 -0.179
S -3.3781 -3.7194 -1.6459 1.267
O -4.7012 -3.2113 -1.8535 -0.718
O 4.4656 1.4110 -2.1108 -0.522
O 3.8628 5.0929 0.9319 -0.643
O -2.6412 -4.2410 -2.7567 -0.718
N 3.8997 2.8468 1.2482 -0.085
N -0.3872 1.9497 1.0594 0.127
N 1.5763 1.5073 1.9416 -0.433
N -3.5043 -4.9478 -0.5286 -0.002
N 1.0910 0.3732 1.4283 -0.714
C -1.5014 2.7099 0.5708 -1.119
C -1.8318 -4.9654 1.1767 -0.383
C -0.0839 0.6166 0.9070 0.252
C -2.3010 -0.3946 0.3919 -0.511
C -3.1070 -4.3080 1.7359 -0.357
C -0.9112 -0.3956 0.2754 0.635
C 3.5072 4.1011 1.5330 0.506
C -1.0228 -2.4156 -1.0288 -0.712
C 2.5925 2.7460 -1.4903 0.073
C 0.6991 2.4548 1.7123 0.333
C -2.3999 -2.4025 -0.9025 0.210
C -2.2734 -5.6069 -0.1524 -0.767
C 4.6269 2.5235 0.0454 -1.107
C -0.2759 -1.4152 -0.4369 -0.735
C 3.7172 1.8174 -0.9805 0.337
C -3.0427 -1.4005 -0.2019 -0.632
C 4.2687 2.3663 -3.1324 -0.536
C 2.5550 4.1797 2.7244 -0.766
C -4.1988 -4.6314 0.6990 -0.784
C 2.8019 2.7788 -3.0075 -0.617
H -4.1195 -1.4132 -0.1421 0.489
H 2.1676 2.0398 -3.4977 0.290
H 3.4106 2.0778 1.7020 0.441
H 2.6528 5.1488 3.2119 0.441
H -1.1532 3.7085 0.3024 0.390
H -2.9729 -3.2309 1.8322 0.083
H 4.5139 1.8882 -4.0808 0.385
H 4.9285 3.2326 -2.9833 0.263
H -1.9207 2.2202 -0.3072 0.475
H 5.4631 1.8619 0.2873 0.216
H -0.5572 -3.1983 -1.6062 0.494
H -1.5543 -5.4980 -0.9614 0.359
H -4.8924 -3.8145 0.5108 0.368
H -1.0564 -4.2188 1.0084 0.121
H -4.7702 -5.5136 1.0027 0.387
H -2.8028 0.3669 0.9684 0.545
H 2.6079 3.7574 -3.4393 0.327
H 2.6918 3.3646 3.4315 0.398
H 2.7072 3.7420 -1.0635 0.374
H 1.6073 2.3649 -1.2249 -0.297
H 0.7998 -1.4043 -0.5120 0.502
H 5.0149 3.4558 -0.3712 0.480
H -2.2709 2.8095 1.3394 0.349
H -1.4343 -5.7177 1.8551 0.401
H 3.3177 0.9062 -0.5178 0.236
H -3.3723 -4.7043 2.7141 0.410
H -2.4877 -6.6710 -0.0150 0.376
```

Values from the calculation:
* maximum force: 0.024 hartree/bohr
* SMILES string: Cn1c(SCC(=O)NC[C@H]2CCCO2)nnc1-c1ccc(S(=O)(=O)N2CCCC2)cc1
* E_tot: -58489.1582 eV

=====

3.
The following is a quantum chemistry calculation of a molecular structure, C20H28CeN2Si in a non-equilibrium geometry, from OMol25.

XYZ file:
```
52
Properties=species:S:1:pos:R:3:mulliken_charge:R:1
Ce 0.0255 -0.2898 -0.2718 1.361
Si 2.7277 -1.7036 -2.1843 0.125
N -2.2236 0.5117 -1.2343 -0.201
N -0.8244 1.1329 2.0875 0.239
C -4.5042 0.7015 -2.3639 0.577
C -1.0589 -3.2801 3.9348 -0.534
C -1.5086 -1.9728 3.8403 -0.771
C -0.6486 -1.8008 1.5440 0.269
C -1.4761 2.4133 1.7880 -1.086
C -1.3057 -1.2515 2.6699 0.355
C -5.9189 1.4724 -4.1390 -0.653
C 2.8723 -2.5541 -0.4587 -0.998
C -5.5945 0.0704 -1.7482 -0.375
C -0.2367 -3.1404 1.6829 -0.149
C -6.8384 0.1476 -2.3409 -0.687
C -3.2493 0.6076 -1.7589 0.157
C -0.4354 -3.8675 2.8488 -0.818
C -6.9962 0.8420 -3.5321 -0.328
C 0.1203 1.3493 3.1908 -1.098
C -4.6666 1.4087 -3.5623 -0.368
C 3.7093 -2.7475 -3.4401 -0.998
C -1.8535 0.1656 2.5441 -0.919
C 0.8852 -1.3274 -2.4325 -0.856
C 3.5508 0.0187 -1.9514 -0.886
H 0.2382 -3.6406 0.8375 0.418
H 3.6746 -2.3260 -4.4395 0.337
H 4.7549 -2.8171 -3.1502 0.333
H 3.4487 0.6345 -2.8390 0.339
H -6.0615 2.0120 -5.0625 0.422
H -7.9683 0.8906 -3.9931 0.423
H -2.0435 2.7792 2.6547 0.375
H 3.1027 0.5646 -1.1077 0.231
H -0.0981 -4.8909 2.9033 0.431
H -2.0248 -1.5194 4.6769 0.413
H 0.5569 0.3976 3.4953 0.377
H 0.7164 -0.8042 -3.3834 0.461
H 3.3197 -3.7591 -3.5000 0.345
H -7.6871 -0.3327 -1.8788 0.418
H -3.8148 1.8906 -4.0210 0.447
H -5.4443 -0.4702 -0.8242 0.431
H 3.9136 -2.6778 -0.1797 0.417
H 2.3857 -1.9739 0.3461 0.337
H 2.4287 -3.5457 -0.4718 0.287
H -2.6609 0.1577 1.7948 0.334
H -2.2752 0.4966 3.5030 0.496
H -1.2034 -3.8377 4.8476 0.430
H -0.3909 1.7927 4.0555 0.338
H 0.9182 2.0248 2.8805 0.364
H -2.1639 2.3058 0.9455 0.279
H 0.3137 -2.2764 -2.4902 0.423
H -0.7219 3.1617 1.5389 0.384
H 4.6110 -0.0782 -1.7474 0.355
```

Values from the calculation:
* maximum force: 0.035 hartree/bohr
* E_tot: -44963.4718 eV
* charge: +2

=====

4.
The following is a quantum chemistry calculation of a molecular structure, C20H28Cl2N2O5P2Re in a non-equilibrium geometry, from OMol25.

XYZ file:
```
60
Properties=species:S:1:pos:R:3:mulliken_charge:R:1
Re -1.1337 -0.3308 0.6561 0.736
Cl -3.3041 0.6136 0.5178 -0.087
Cl -2.9963 1.4259 -2.2403 0.016
P 0.9305 -1.5824 0.4885 1.020
P -1.6632 -1.9765 2.3608 1.545
O -0.4819 5.1512 -1.0663 -0.517
O -3.4458 -1.8050 -2.4409 -0.466
O -1.9997 -1.5414 -0.7764 -0.665
O 0.2941 0.8386 -2.6506 -0.616
O -0.5523 1.5298 1.6343 -0.752
N -0.2695 3.4298 0.3644 0.080
N -0.1904 1.2644 -0.5039 0.673
C 2.9904 2.4956 -2.5129 -1.296
C -0.3187 2.0918 0.5283 0.332
C 0.8562 -4.9058 3.6639 -0.905
C -0.1396 4.0201 -0.9032 0.048
C 2.0162 -3.7209 1.9257 -0.801
C 0.5410 3.1291 -1.9295 1.960
C 1.9854 -4.7204 2.8834 -0.833
C 0.9204 -2.8825 1.7563 0.618
C -2.0204 -1.2827 3.9991 -1.328
C -3.0480 -3.0885 1.9625 -1.340
C -3.6604 0.1983 -1.1534 -0.016
C 0.2190 3.5728 -3.3675 -0.796
C 1.0277 -2.3725 -1.1381 -1.255
C -0.2409 -4.0770 3.5031 -0.950
C -2.9762 -1.2061 -1.5243 0.427
C 0.6129 4.9941 -3.7053 -1.367
C 2.0561 3.2444 -1.5737 -0.929
C 2.4647 -0.6350 0.6912 -1.142
C -0.2138 -3.0578 2.5582 0.248
C 0.1817 1.6421 -1.7647 -1.028
H -3.0904 -3.8855 2.7058 0.486
H 2.3070 4.3071 -1.5856 0.564
H 2.8993 -3.6002 1.3175 0.381
H -2.9743 -0.7601 3.9877 0.453
H -0.5336 4.0400 1.1338 0.354
H 1.8923 -3.0320 -1.1931 0.488
H -2.8961 -3.5204 0.9754 0.366
H 2.7496 1.4375 -2.5783 0.253
H 0.7197 2.8687 -4.0432 0.436
H 0.2897 5.2345 -4.7159 0.450
H 2.9669 2.9137 -3.5138 0.380
H 2.2005 2.8896 -0.5492 0.412
H 1.6830 5.1689 -3.6224 0.314
H 4.0064 2.5908 -2.1370 0.434
H 2.4677 -0.1032 1.6403 0.383
H -1.1175 -4.2301 4.1127 0.360
H 0.1119 5.7011 -3.0365 0.320
H 2.8370 -5.3669 3.0164 0.436
H 2.5469 0.0710 -0.1344 0.234
H -1.2339 -0.5878 4.2913 0.375
H 0.8312 -5.6973 4.3937 0.437
H -2.0668 -2.0926 4.7255 0.484
H -0.8537 3.4538 -3.5449 0.331
H 0.1178 -2.9405 -1.3252 0.365
H -3.9923 -2.5452 1.9786 0.460
H -4.7413 0.1334 -1.2972 0.503
H 1.1120 -1.5946 -1.8994 0.379
H 3.3197 -1.3100 0.6548 0.545
```

Values from the calculation:
* maximum force: 0.089 hartree/bohr
* E_tot: -80151.3855 eV
* <S²>: 0.7859
* charge: +2
* multiplicity: 2

=====

maximum force of number 1 (C20H27N3O5S)? 0.018 hartree/bohr

=====

Number 1 is which compound? C20H27N3O5S

=====

maximum force of number 3 (C20H28CeN2Si)? 0.035 hartree/bohr

=====

What is the E_tot in the first record? -46724.5865 eV